C9H17N2O | the ωB97M-V functional and the def2-TZVPD basis

The geometry in XYZ format:
```
29
Properties=species:S:1:pos:R:3:forces:R:3:nbo_charge:R:1
C -1.96757 -1.87231 0.23266 -1.069 -2.712 0.768 -0.637
H -0.95018 1.68528 1.76153 0.590 -0.361 -0.294 0.243
N 0.54233 0.78947 0.27401 2.261 0.589 -1.081 0.199
H 5.75888 0.19681 0.97844 -1.272 -0.085 -0.360 0.250
H 4.08137 1.24689 -1.09339 0.332 -0.861 1.758 0.233
H -2.79363 -0.69242 -1.50292 0.925 0.546 1.250 0.254
H 5.54390 -0.84125 -0.37704 -0.917 0.853 0.143 0.232
H -4.93149 2.00417 -0.13289 -1.001 -0.199 -0.222 0.255
H 4.55089 -1.17464 0.96433 -0.023 1.364 -0.166 0.225
H -2.89760 2.22595 1.02540 -0.417 0.335 0.082 0.208
H -1.89310 -2.84072 -0.42888 0.589 1.896 1.205 0.237
H -2.84466 -2.20977 0.86867 0.294 1.243 -0.844 0.225
H -1.16645 -1.78728 1.03564 -0.715 -0.465 -1.596 0.218
C -0.82321 0.87449 1.02550 -0.373 2.039 -0.783 0.332
C 2.54302 -0.07508 -0.45934 1.780 -1.662 3.568 -0.303
H 3.69906 1.37438 0.69753 -0.126 -0.223 -0.710 0.218
H -1.00549 -0.83962 -1.14373 -1.031 1.015 -0.311 0.222
H -4.67777 0.05243 -0.04336 0.275 2.648 0.394 0.272
C -1.91730 0.63428 0.18096 -2.951 -1.004 -1.291 -0.175
C 3.87663 0.64679 -0.12685 -0.622 2.297 -0.394 -0.378
C 4.92598 -0.27689 0.38609 2.673 -2.677 -0.088 -0.651
N 1.52022 0.79628 -0.47217 -4.685 3.791 0.387 0.036
H -4.17309 0.86042 -1.35700 0.035 0.980 -0.576 0.257
O 0.13324 -0.09598 1.25207 1.583 -1.595 0.773 -0.324
C -4.30206 1.15911 -0.32195 -0.106 -2.775 0.174 -0.696
C -3.01598 1.41404 0.32284 1.415 -0.577 0.618 0.034
H 2.28908 -0.79188 0.32235 0.701 -1.018 -0.474 0.205
C -2.01511 -0.60907 -0.68472 1.998 -1.838 0.218 -0.456
H 2.71992 -0.36562 -1.43031 -0.143 -1.541 -2.149 0.265
```
Positions in Å, forces in eV/Å.

Computed properties:
E_HOMO = -13.54 eV
E_LUMO = -4.45 eV
SMILES = C/C=C(\CC)[C@H]1O/[N+]1=N\CCC
Net charge = +1
Electronic energy = -537.37486 Ha
Kohn-Sham gap = 0.334 Ha

---

C2H4N3O2S | the ωB97M-V functional and the def2-TZVPD basis

The geometry in XYZ format:
```
12
Properties=species:S:1:pos:R:3:forces:R:3:nbo_charge:R:1
H 0.61124 2.74091 -0.03420 0.209 -2.424 -0.354 0.432
N -1.18778 -0.76037 -0.43775 -0.613 -0.421 -0.456 -0.878
H -1.64880 -1.47980 -1.13925 0.426 2.200 1.793 0.507
H 1.80505 -1.22095 0.45448 1.248 0.626 0.692 0.453
N 0.44575 1.67908 -0.11698 -1.866 1.773 0.333 -0.703
N 1.05885 -0.54452 0.44179 0.462 0.945 -0.553 -0.646
O -3.04186 0.82783 -0.30243 -3.599 1.286 -1.708 -0.722
C 1.30284 0.86528 0.28245 1.761 -0.354 0.436 0.318
S -1.84862 0.55863 0.31695 4.219 -2.645 0.248 1.727
O 0.11002 -2.54685 -0.02398 0.466 0.291 -0.216 -0.494
H 2.33331 1.23278 0.56327 -0.964 -1.053 -0.136 0.226
C 0.06000 -1.35200 -0.00435 -1.748 -0.226 -0.078 0.779
```
Positions in Å, forces in eV/Å.

Computed properties:
E_HOMO (alpha / beta) = -15.47 / -15.47 eV
E_LUMO (alpha / beta) = -6.74 / -6.74 eV
Net charge = +1
Electronic energy = -791.21755 Ha
Kohn-Sham gap (alpha / beta) = 0.321 / 0.321 Ha

---

C5H12O2 | the ωB97M-V functional and the def2-TZVPD basis

The geometry in XYZ format:
```
19
Properties=species:S:1:pos:R:3:forces:R:3:nbo_charge:R:1
H 0.88455 -0.19712 2.40784 0.087 -0.094 0.099 0.200
C -1.43335 1.10710 -1.55250 0.981 0.223 0.694 -0.878
H 1.34162 1.32341 1.64394 -0.035 0.003 -0.011 0.235
C 0.83148 -0.17446 0.22620 1.465 0.695 0.779 0.193
H -1.58944 2.13517 -1.88039 0.242 0.022 0.016 0.210
O -2.03402 -1.08807 0.95017 0.683 0.232 -0.195 -0.691
H 2.26235 -0.83930 -1.21408 0.045 0.060 -0.075 0.223
C 0.65873 0.47833 1.57412 -0.424 -0.290 -0.403 -0.692
H -1.60371 -2.11911 -0.78387 0.082 -0.133 0.052 0.158
H -1.42304 0.46454 -2.42686 0.033 -0.118 -0.061 0.210
H -2.27889 0.84973 -0.91834 0.046 -0.134 0.059 0.214
O 0.09508 -1.23073 -0.13937 -0.505 0.098 -0.400 -0.416
H 2.65345 0.71892 -0.45851 0.005 -0.024 -0.012 0.216
H -1.56066 -0.72794 1.71073 0.006 -0.033 -0.073 0.487
C 2.24361 -0.27695 -0.28212 -0.376 -0.162 0.075 -0.658
H 2.90559 -0.78765 0.42655 0.117 -0.030 0.068 0.193
H -0.43623 1.00729 -0.97176 -1.588 0.212 -0.951 0.222
H -0.35460 0.85990 1.71069 -0.002 0.182 0.097 0.204
C -1.16251 -1.50306 -0.02246 -0.863 -0.708 0.244 0.370
```
Positions in Å, forces in eV/Å.

Computed properties:
E_HOMO (alpha / beta) = -6.83 / -6.45 eV
E_LUMO (alpha / beta) = 0.80 / 0.68 eV
Electronic energy = -348.04197 Ha
Kohn-Sham gap (alpha / beta) = 0.280 / 0.262 Ha

---

C21H40P2Ru | the ωB97M-V functional and the def2-TZVPD basis

The geometry in XYZ format:
```
64
Properties=species:S:1:pos:R:3:forces:R:3:nbo_charge:R:1
H 1.96437 0.01597 -2.65362 -0.099 0.910 0.198 0.218
Ru 2.08092 2.15772 1.61701 -1.182 -1.040 1.820 0.387
C 0.81577 1.89535 -2.86799 0.060 0.594 0.137 -0.780
H 1.92578 3.46770 -1.06442 0.455 0.096 0.450 0.243
C -3.22984 -0.67686 -0.52844 -0.991 -0.737 0.753 -0.488
C -2.04123 -1.46649 3.01932 -0.417 0.057 -0.206 -0.594
H 0.90952 -1.94647 4.70824 0.056 0.044 -0.116 0.228
H -0.59164 -1.90818 -3.17286 0.110 -0.121 0.154 0.234
C -2.78492 -1.53493 -1.70154 -3.190 2.063 0.171 -0.045
C 3.46545 1.41201 2.96899 -0.415 -0.091 0.406 -0.805
H 1.54322 -1.69342 -2.05006 -0.806 -0.143 0.261 0.245
H -3.05653 1.68448 -1.93585 0.420 0.243 -0.262 0.268
H -2.52921 2.67024 -3.33001 0.210 -0.149 0.090 0.292
H -4.06998 -0.01423 -0.79996 0.360 -0.489 -0.253 0.247
H -1.63155 -0.29721 0.91920 -0.506 0.881 -0.747 0.304
P -0.78126 1.16462 -2.53110 -1.911 -2.495 -1.386 1.608
C 0.04872 -2.19340 4.08637 0.353 -0.046 -0.163 -0.586
P 2.24927 1.12332 -0.29308 1.467 -1.247 -3.434 0.959
H -0.17820 -3.47361 -2.63175 -0.401 -0.761 0.027 0.272
C 1.97746 1.07194 -2.29667 -0.444 0.211 0.389 -0.675
C -0.01793 -0.00720 2.76856 2.296 2.909 -0.786 -0.065
H -3.63303 -1.29834 0.30927 0.282 0.148 -0.590 0.278
C 0.07341 -0.90387 -0.61823 0.727 -0.416 1.426 0.020
H -3.41026 -1.35619 -2.58725 0.647 -0.068 -0.137 0.270
H 0.39070 -2.73887 3.20308 0.069 0.048 0.031 0.202
H -2.41958 1.17183 0.13405 0.333 -0.290 0.316 0.242
H 0.31960 -0.82338 0.46079 -0.042 -0.194 -0.622 0.270
H 2.93149 1.51423 -2.64497 -0.780 -0.173 -0.061 0.245
H 4.50060 0.11703 0.04719 -0.177 -0.119 -0.274 0.261
H -0.58432 -2.87789 4.67065 0.100 0.312 -0.188 0.225
H 4.26554 0.80840 -1.58232 0.299 -0.172 0.136 0.223
H 4.50311 1.74975 2.86588 -0.193 0.006 -0.399 0.228
H -1.44747 0.69566 -4.85649 -0.036 0.154 0.198 0.284
H -0.37423 0.99528 -0.48572 0.542 0.114 0.453 0.334
H 3.58137 -0.78948 -1.21012 0.020 0.386 0.298 0.235
H -0.42184 0.00817 5.66170 0.065 0.140 -0.150 0.229
H 3.64201 2.85203 -1.02208 -0.371 0.610 0.396 0.273
H 1.04852 -2.78599 -0.78207 -0.324 0.481 -0.114 0.261
H -0.29361 -0.49353 -4.30680 -0.139 0.410 0.219 0.263
H -2.74527 -0.63994 2.82395 0.206 -0.245 -0.078 0.206
C -0.84686 0.13817 -1.00816 0.696 2.901 0.795 -0.740
C 2.67566 2.91160 -0.48855 0.970 -0.116 -0.652 -0.947
C 0.67956 0.91004 2.21165 -2.399 -3.221 2.642 -0.286
H -1.91749 0.52887 4.83440 0.222 0.026 0.045 0.216
C -1.24117 -0.31194 5.01900 -0.145 0.512 0.153 -0.593
C -0.75842 -0.93763 3.70231 -0.746 -0.793 -0.144 -0.156
C -2.21503 2.25355 -2.36688 0.132 0.470 0.198 -0.968
C -1.87908 -2.52506 -1.64121 3.095 -2.409 1.088 0.063
H 0.73108 2.93086 -2.47507 0.398 -0.516 -0.156 0.260
H 2.85103 3.43927 0.48731 0.371 1.016 -0.592 0.212
H 3.05027 1.91319 3.86538 0.117 -0.048 -0.144 0.216
H -1.82164 -2.00904 2.08435 -0.022 0.139 0.173 0.180
C -2.05460 0.14900 -0.01447 -0.353 -0.592 -0.335 -0.386
C -1.16164 0.10267 -3.98286 -0.068 -0.083 -0.267 -0.976
H 0.93415 1.98973 -3.96154 -0.382 -0.020 0.284 0.292
H -2.56850 -2.17370 3.68187 0.327 0.282 -0.191 0.240
H -1.81786 -1.04926 5.59958 0.237 0.077 -0.340 0.224
H -2.06616 -3.46742 -1.08409 -0.149 0.746 0.311 0.269
H 3.42957 0.33827 3.18725 0.054 0.252 -0.326 0.230
H -1.98330 -0.60820 -3.75982 0.489 0.730 -0.218 0.246
C 0.65574 -1.97118 -1.42150 0.177 -1.004 -0.143 -0.490
H -1.96952 3.09635 -1.70613 -0.155 -0.204 -0.048 0.279
C -0.50676 -2.51302 -2.27448 0.265 0.028 -1.840 -0.479
C 3.80606 0.20860 -0.79919 0.217 0.006 1.346 -0.922
```
Positions in Å, forces in eV/Å.

Computed properties:
E_HOMO (alpha / beta) = -12.27 / -13.27 eV
E_LUMO (alpha / beta) = -8.74 / -8.57 eV
2S+1 = 5
Net charge = +2
Electronic energy = -1600.71792 Ha
Kohn-Sham gap (alpha / beta) = 0.130 / 0.173 Ha